Formula: C59H36Cl4F6FeN7O
Source: OMol25
Level of theory: ωB97M-V/def2-TZVPD

The geometry in ORCA input format:
```
! wB97M-V def2-TZVPD RIJCOSX def2/J DEFGRID3
* xyz 0 2
C 4.29768 -5.84498 1.53464
C 0.34449 -1.27166 -5.00229
N -0.58270 1.30114 1.45715
H 1.15396 -1.26794 -6.99904
C 1.81853 -0.02780 2.66994
C 3.83438 0.24524 -1.50234
H 4.36331 -3.75891 1.03961
Cl -8.61763 2.94397 1.50210
C 2.25040 1.42853 -2.85506
C -4.26240 1.92885 0.87197
H 2.60279 5.78506 3.36338
C 4.73825 3.18406 3.06177
C -6.59351 1.27657 0.83785
H 2.20406 1.67100 -5.00995
C 3.47466 -6.92056 1.82569
C 0.91977 5.11624 -1.08097
C 1.29209 -3.84923 -1.37699
H -2.96559 2.66587 3.34676
C 2.09732 -6.77680 1.84540
F -3.58479 -2.32827 4.27136
H 4.81887 -0.17542 -1.33720
C -5.97668 3.51225 1.49577
C -0.15328 5.24185 -3.49741
C 1.46599 1.32278 2.79201
H 5.37244 -5.97859 1.50782
H 0.67050 -3.61771 -3.46501
H -0.18584 -3.26133 2.76539
H 0.90675 3.57357 -5.22712
H -4.96777 -0.02369 0.32599
H -1.24180 6.90775 -2.67419
N 1.20577 -0.87770 1.79448
H 4.24643 0.97160 -3.49069
C 1.70568 -3.12080 0.99388
C -1.97365 -1.84465 -4.81577
C -3.20258 1.22605 -1.82400
C 4.29513 4.48702 3.20868
C 2.43565 2.39054 3.00971
C 1.17266 3.27382 -4.21809
C -2.51199 0.97630 -0.60509
H 1.38760 5.07437 -0.10101
H -0.57646 5.32011 -4.49044
H 1.46651 -7.62675 2.07670
C -0.69545 -1.19801 -2.73921
C -5.25627 0.97609 0.63144
C -1.97886 -2.12225 2.50207
F -3.98792 -0.81945 2.76885
H -0.52936 2.62623 4.48627
N 1.31268 4.20446 -1.96241
N 0.37754 -1.88310 -0.64895
C -0.78285 -1.45783 -4.20425
C -0.51008 6.12644 -2.49599
C 1.82181 -2.08826 1.91265
C 1.09991 -2.96725 -0.25399
C -4.63932 3.19334 1.31325
F -2.39263 -0.51746 4.19482
H -1.24227 -3.30287 4.19255
Fe -0.21928 -0.42681 0.52621
H -2.75542 0.54347 -3.86022
H 0.97096 3.96398 3.17021
H -6.27049 4.50312 1.81674
H 0.31304 1.57091 -1.93885
H 1.82697 -4.78736 -1.34413
C 0.28048 -1.42664 -6.37956
C -0.81089 2.27540 3.50328
C 1.87036 2.14463 -4.08940
C 2.34662 -4.43656 1.29324
C -2.54207 0.53990 -2.80334
C -0.92194 -1.78320 -6.96413
C -3.00717 -1.44442 3.43442
C -2.04280 2.29912 2.92020
H -3.88225 3.94823 1.49416
C 2.93847 4.76220 3.25620
F -3.77218 -2.98734 1.13563
H 3.41374 -0.33887 4.21827
F -2.91638 -4.35948 2.57823
C -0.85846 -2.67847 3.38642
C 0.71942 -3.25400 -2.44881
C 1.53822 -5.53638 1.57109
Cl -1.01715 -1.95572 -8.68992
C -2.63400 -3.32301 1.76522
C 1.33636 1.22784 -1.82808
C 0.75920 4.24478 -3.17875
O -1.60316 -1.21876 1.55934
C 2.81609 -0.74345 3.41391
C 2.02644 3.72822 3.15326
H 3.38146 -2.85435 3.33649
C 3.72867 -4.60607 1.27556
H -0.30692 -1.83749 3.80250
C -2.84690 1.54608 0.64916
H 1.28125 -0.98755 -4.53291
C 0.06703 1.63581 2.57625
C -1.49169 -0.18828 -2.16386
H 5.80062 2.98382 3.00954
H 3.10023 -0.30257 0.44053
C 3.82148 2.15435 2.96106
C 0.11960 -2.02957 -1.98148
H -2.97605 -2.30641 -6.66302
Cl 4.18106 -8.46942 2.16970
C -2.04963 -2.00745 -6.19117
C 3.51212 0.87886 -2.69770
Cl 5.44371 5.78033 3.31425
N 0.01220 6.07516 -1.27257
C -1.90198 1.70796 1.63158
C 2.87380 0.16125 -0.51277
C 2.78207 -2.02962 2.98186
F -1.78293 -3.78825 0.82699
N -1.45354 0.15158 -0.83925
H -2.84630 -2.03893 -4.20223
H -7.35672 0.52611 0.67752
H 0.45944 -5.41943 1.56612
C -6.94311 2.55058 1.26067
H 4.18269 1.14852 2.80073
H -4.06379 1.86955 -1.93048
N 1.62747 0.62226 -0.68638
*
```

Values from the calculation:
Molar mass (g mol⁻¹): 1170.63
E (a.u.): -6432.23890

Here are the Mulliken charges for atoms 1 to 8, given in e: atom 1 (C): -1.087, atom 2 (C): 0.066, atom 3 (N): 1.304, atom 4 (H): 0.423, atom 5 (C): -0.979, atom 6 (C): -1.584, atom 7 (H): 0.512, atom 8 (Cl): -0.222